Here is a structure of composition C16H10ClMgN2O5S from OMol25. Energies are from the ωB97M-V functional and the def2-TZVPD basis.

For the LUMO energy, the calculation gives 1.83 eV. As for the highest occupied orbital energy: -5.25 eV. The calculation puts the relative energy (zero: lowest compared OMol25 entry of this formula, charge and spin) at 9.7 kJ/mol. Its charge is -1.

Last column: Mulliken charge in e.
Geometry (Å):
Cl (5.427, -1.299, -3.923)  -0.267
S (-1.853, 3.089, -0.618)  1.259
Mg (-0.991, 0.715, -1.114)  1.044
O (-1.940, 4.325, -1.365)  -0.690
O (-2.554, 1.948, -1.367)  -0.793
O (-0.205, -0.249, -2.658)  -0.855
O (-0.415, 2.562, -0.581)  -0.783
O (-2.395, 3.169, 0.737)  -0.674
N (0.524, -0.401, 0.003)  0.051
N (-1.963, 0.092, 0.721)  -0.348
C (3.756, -0.980, -3.512)  0.185
C (3.358, -0.939, -2.208)  -0.848
C (1.092, -0.976, 2.360)  -0.826
C (-1.553, -0.419, 3.056)  0.988
C (-3.695, 0.390, 2.337)  -0.781
C (1.671, -0.721, -0.474)  0.652
C (2.820, -0.777, -4.539)  -0.463
C (2.018, -0.675, -1.865)  -0.017
C (-1.128, -0.311, 1.720)  0.344
C (0.658, -1.108, 3.693)  -0.883
C (-0.633, -0.837, 4.045)  -0.855
C (1.041, -0.463, -2.889)  0.602
C (1.508, -0.538, -4.236)  -0.688
C (-3.179, 0.476, 1.026)  -0.022
C (-2.893, -0.063, 3.335)  -0.659
C (0.228, -0.586, 1.367)  0.795
H (4.082, -1.110, -1.419)  0.369
H (3.147, -0.814, -5.570)  0.379
H (2.460, -1.085, 0.190)  0.079
H (0.773, -0.381, -5.013)  0.402
H (2.133, -1.176, 2.143)  0.279
H (-0.961, -0.922, 5.074)  0.371
H (-3.252, -0.130, 4.356)  0.395
H (-4.707, 0.715, 2.534)  0.379
H (-3.751, 0.894, 0.209)  0.515
H (1.371, -1.417, 4.447)  0.362

Here is a cluster of 2 separate species, C16H10F2N3O6S in total in a non-equilibrium geometry from OMol25. Energies are from the ωB97M-V functional and the def2-TZVPD basis.

For the LUMO energy, the calculation gives 1.33 eV. As for the highest occupied orbital energy: -5.45 eV. The calculation puts the relative energy (zero: lowest compared OMol25 entry of this formula, charge and spin) at 59.1 kJ/mol. Its charge is -1.

Last column: Mulliken charge in e.
Geometry (Å):
S (-1.116, 1.115, 3.868)  -0.177
F (-1.520, -0.513, 5.891)  -0.231
F (0.546, 0.448, 5.647)  -0.275
O (3.148, -1.236, -1.853)  -0.610
O (-2.102, -2.879, 2.919)  -0.723
O (-5.084, 0.505, 3.746)  -0.714
O (-2.619, 2.155, 1.709)  -0.516
O (-1.036, 1.654, 0.253)  -0.541
O (2.852, 0.929, -2.151)  -0.602
N (2.754, -0.116, -1.463)  0.939
N (-3.330, -0.960, 3.233)  -0.156
N (-1.676, 1.468, 1.348)  0.788
C (-6.675, -1.665, 2.091)  -0.545
C (-7.014, -2.738, 1.253)  -0.289
C (2.112, 0.017, -0.199)  0.118
C (-1.105, 0.325, 2.316)  1.024
C (0.299, 0.159, 1.809)  -0.173
C (1.635, 1.295, 0.129)  -0.550
C (-0.513, -0.180, 4.989)  0.606
C (-6.101, -3.771, 0.942)  -0.473
C (-4.846, -3.800, 1.573)  -0.479
C (-5.382, -1.656, 2.578)  0.359
C (-4.499, -2.711, 2.357)  0.042
C (0.736, 1.372, 1.205)  -0.350
C (1.838, -1.135, 0.575)  -0.617
C (0.936, -1.064, 1.631)  -0.431
C (-4.634, -0.536, 3.284)  0.006
C (-3.160, -2.264, 2.864)  0.425
H (0.468, 2.311, 1.718)  0.408
H (-6.363, -4.572, 0.255)  0.367
H (-7.352, -0.826, 2.303)  0.412
H (2.263, -2.069, 0.258)  0.450
H (-4.123, -4.595, 1.433)  0.436
H (1.791, 2.160, -0.517)  0.406
H (-1.674, -0.599, 2.183)  -0.092
H (-0.128, -1.106, 4.518)  0.034
H (0.647, -1.907, 2.262)  0.368
H (-8.011, -2.795, 0.835)  0.359

Here is a structure of composition C16H11AgBrINO2S2 from OMol25. Energies are from the ωB97M-V functional and the def2-TZVPD basis.

For the LUMO energy, the calculation gives 2.09 eV. As for the highest occupied orbital energy: -3.60 eV. The calculation puts the relative energy (zero: lowest compared OMol25 entry of this formula, charge and spin) at 24.7 kJ/mol. Its charge is -1.

Last column: Mulliken charge in e.
Geometry (Å):
I (3.152, 0.313, 0.562)  0.422
Ag (0.488, -0.333, -0.058)  0.158
Br (6.658, 0.808, 0.858)  -0.191
S (-2.491, 0.164, 3.707)  -0.179
S (-0.968, -1.770, -1.395)  -0.476
O (-2.041, 2.879, -1.662)  -0.750
O (-0.709, 1.444, -0.622)  -0.547
N (-0.522, -0.215, 2.168)  0.071
C (-1.210, -0.814, 4.282)  -0.158
C (4.608, -0.991, -0.092)  0.170
C (-2.229, -1.431, -3.713)  -0.761
C (-1.535, 1.755, -1.534)  0.471
C (5.966, -0.753, 0.048)  0.088
C (6.884, -1.687, -0.419)  -0.390
C (-1.658, 0.400, 2.232)  -0.007
C (-2.912, -0.845, -4.757)  -0.366
C (4.167, -2.158, -0.706)  -0.393
C (6.442, -2.852, -1.027)  -0.457
C (-2.652, 1.262, -3.673)  -0.554
C (-1.725, -0.706, -2.605)  0.349
C (-3.131, 0.530, -4.743)  -0.541
C (-1.949, 0.698, -2.595)  0.382
C (5.085, -3.087, -1.173)  -0.644
C (-0.255, -0.913, 3.326)  -0.678
H (-1.232, -1.265, 5.261)  0.396
H (7.165, -3.574, -1.388)  0.347
H (-3.272, -1.458, -5.579)  0.322
H (0.662, -1.482, 3.406)  0.351
H (-2.810, 2.329, -3.621)  0.402
H (-3.666, 1.019, -5.548)  0.341
H (7.941, -1.491, -0.303)  0.373
H (-2.052, 1.000, 1.415)  0.301
H (3.103, -2.324, -0.828)  0.410
H (4.732, -3.990, -1.655)  0.376
H (-2.056, -2.501, -3.720)  0.358